Entry 1:
Entry from the OMol25 dataset: a cluster of 2 separate species, C7H19N2O2P in total (the ωB97M-V functional and the def2-TZVPD basis).

XYZ file:
```
31
C7H19N2O2P, DFT the ωB97M-V functional and the def2-TZVPD basis
P 2.57891 0.38014 0.30665
H 4.56443 -0.69453 0.78527
H -2.15196 0.71107 -1.69402
H -1.53300 2.35567 -1.53112
C -0.80972 -1.41005 0.28007
H -2.78519 2.15365 0.83080
H -0.16633 -3.35361 1.01423
H -0.66511 3.20027 0.58439
O 1.52526 -0.07198 -0.68412
H 0.62694 -1.96151 1.79016
O 3.41831 1.55265 -0.48455
H -2.18308 0.95975 1.98677
C -1.30988 1.30479 -1.34900
H 0.76370 2.30988 0.04832
C -0.13830 2.25176 0.64948
H -1.71390 -1.52697 0.90992
H 3.58685 1.26933 -1.38848
C 0.24878 -2.36032 0.85141
H -0.42242 1.03413 -1.91465
C -2.36162 1.15925 0.93376
N 3.77053 -0.88977 0.18982
N -0.39904 -0.09734 0.54362
H 0.15362 2.06919 1.67949
H -1.26737 -2.91457 -1.18690
C -1.02344 1.10295 0.14633
H 3.37017 -1.77932 0.46420
H 1.07054 -2.42867 0.14492
H -3.06720 0.42983 0.54463
H -2.11893 -1.40110 -1.47975
H -0.38373 -1.52320 -1.82203
C -1.17780 -1.83133 -1.14962
```

highest occupied orbital energy (alpha / beta): -7.77 / -8.57 eV
HOMO-LUMO gap (alpha / beta): 5.63 / 9.07 eV
molar mass: 194.2 g mol⁻¹
energy relative to the best compared isomer or geometry (same formula, charge and spin): 3.2 kcal per mole


Entry 2:
Entry from the OMol25 dataset: a cluster of 2 separate species, C7H19N2O4S2 in total (the ωB97M-V functional and the def2-TZVPD basis).

XYZ file:
```
34
C7H19N2O4S2, DFT the ωB97M-V functional and the def2-TZVPD basis
H 1.97462 1.42763 -2.20332
H -1.36197 -1.41595 -1.10202
O -2.46685 -2.80609 -0.09504
O -4.87275 -3.18117 0.11350
H 4.08792 1.28289 0.21505
N 3.09841 1.09406 0.30537
C 1.64224 0.54489 -1.65897
H -0.21476 2.18053 -1.29810
C -1.80357 -2.39529 -1.28753
H -0.91705 0.47695 1.12246
C 2.68726 0.07753 -0.66432
O -3.35664 -5.11116 -0.18955
C -0.00043 1.01014 0.86821
H -0.94054 2.55694 2.03693
C -2.89757 -2.37572 -2.33993
H 2.48299 1.34433 3.15823
H 1.43833 -0.24751 -2.37855
C 1.17940 2.75172 2.38940
H 2.04756 3.05390 1.80461
H 3.54436 -0.20919 -1.27907
H -2.52012 -2.47134 -3.35415
C -0.01346 2.42366 1.48126
H 2.63942 1.97611 0.11778
S -0.00484 0.90787 -0.94062
H -3.52526 -1.48523 -2.25848
H 0.88875 3.63494 2.96479
H 0.83566 0.40935 1.23513
H -1.02365 -3.12096 -1.53235
S -3.71413 -3.76948 -0.44132
H 2.35601 -0.83612 -0.16393
O -3.67929 -3.52810 -2.02444
H 0.90074 0.93524 3.40168
N 1.55399 1.69660 3.31757
H -0.04476 3.16801 0.67971
```

highest occupied orbital energy: -12.44 eV
HOMO-LUMO gap: 8.51 eV
net charge: +1
molar mass: 259.4 g mol⁻¹


Maximum force, respectively: 2.2 0.5 eV Å⁻¹.